No. 1
82
Properties=species:S:1:pos:R:3:forces:R:3:lowdin_charge:R:1 method="wB97M-V/def2-TZVPD" de_lowest_kcal_mol=47.9 total_charge=0 e_lumo_ev=0.617 e_homo_ev=-8.038 spin_multiplicity=1
H 1.029190 5.555958 -0.694191 0.2 0.1 -0.1 0.11
C 0.140001 -2.740961 3.343961 -2.2 -3.1 -2.5 -0.10
H 1.219320 3.646147 -2.169650 -3.1 0.7 0.2 0.09
Cl -1.558018 0.471501 -3.819808 -0.6 1.5 -1.7 0.61
H 0.368274 0.414769 1.203208 -0.8 -0.8 -0.8 0.09
H 0.800107 -4.020237 -3.807421 0.4 -2.0 -0.4 0.11
H 1.080627 -6.069110 -1.520661 1.5 -1.4 0.2 0.09
C 1.644666 -3.862300 -0.683887 -2.0 -12.7 -6.8 -0.30
C -2.230049 -0.257365 1.802204 0.1 -2.2 3.5 -0.21
H -3.818295 -0.532356 0.501776 -3.7 2.7 -1.7 0.01
H 1.259522 -6.044861 -3.928599 -0.1 2.3 -0.8 0.12
C 0.099667 4.173985 -2.080524 2.3 -1.5 -0.7 -0.12
H 2.312717 -5.415320 0.278793 1.0 -2.4 0.0 0.05
H 0.775867 1.831170 2.651500 -1.4 -0.8 -0.2 0.10
H 1.053602 -2.378557 3.493446 3.7 2.2 0.3 0.03
H -1.888136 -2.648209 3.282524 0.8 1.9 -0.9 0.15
H 1.643230 -3.046678 -0.508719 -0.5 18.9 3.3 -0.04
C -1.275806 5.681468 1.209835 -0.7 -8.1 -4.2 -0.31
H -0.238554 6.927868 2.144922 0.4 -0.4 1.9 0.11
H -3.110334 -4.304699 -0.313427 2.9 -0.3 -1.6 0.14
C -0.195502 5.803143 2.095199 2.1 6.0 -0.1 -0.12
C 1.336661 -4.979211 -3.472509 -1.8 -1.3 -0.3 -0.09
Cl 1.022198 0.745423 -1.670005 0.3 0.3 0.0 0.66
H 3.623812 -1.206385 -1.807828 -3.3 -2.5 -2.5 0.00
C -0.854800 -0.802565 -2.926658 5.1 1.2 0.9 -0.69
H 1.098431 -4.756494 1.245416 0.8 0.9 -1.2 0.09
H -1.034527 6.878020 -2.138414 0.8 -0.8 3.0 0.16
H -0.667997 -5.315969 -0.071680 0.6 -7.6 3.3 0.03
H 2.713076 -0.271502 0.283064 3.3 -1.1 -0.8 0.10
H -2.256616 -5.045443 -1.866996 0.3 1.0 1.2 0.08
C -2.478760 7.512045 -0.740255 -2.4 -2.2 -5.2 -0.12
H 2.355660 -4.765820 -3.479063 1.9 0.4 0.5 0.03
N 0.325750 -4.201045 -1.281562 1.5 0.8 -1.2 -0.11
H -2.659425 -1.587629 0.037286 1.0 -0.3 -0.3 0.04
H 0.170266 4.793510 -3.017093 -0.4 0.2 1.3 0.06
C -1.040190 -1.839962 3.274542 -0.7 -3.3 -3.1 -0.24
C 0.691327 -5.351955 -2.184730 -5.4 0.7 1.5 -0.28
N -0.952467 -0.934862 2.113746 -0.6 -2.0 0.2 -0.16
C -1.099538 6.881200 -0.916665 -1.5 -0.6 -3.0 -0.27
H 0.852533 0.887853 3.905931 -2.2 -0.5 0.1 0.10
H -0.362646 -5.818182 -2.437553 1.9 0.7 0.1 0.13
H -0.779907 3.453182 -2.288261 1.6 0.9 0.8 0.07
H -2.390762 8.081072 0.038898 -0.7 2.7 5.5 -0.02
H -0.312156 7.470797 -0.466999 0.3 0.9 -0.4 0.10
H 4.311118 0.398208 -1.950324 -0.6 -1.7 1.8 0.13
C -0.460785 -0.167830 -1.529928 5.1 -7.9 -4.0 -0.65
N -1.049788 5.579555 -0.244976 -0.3 1.2 -1.9 -0.19
Cl 5.727980 -1.312077 -1.498912 4.6 -2.1 -0.9 0.69
C 3.887034 -0.660270 0.053752 -3.9 2.5 2.4 -0.72
H 0.169470 -3.430979 2.459847 0.2 0.9 0.5 0.07
C 0.181749 4.860022 -0.678209 -1.6 1.1 -0.4 -0.26
H -0.486134 5.255647 2.883081 -0.2 -1.1 3.7 0.05
C -0.785708 -4.410464 -0.281628 -0.2 4.9 -5.4 -0.23
H -1.601794 4.558764 1.396365 0.3 1.2 -0.4 0.14
H 1.209510 -0.608424 2.109672 0.2 -1.2 0.8 0.11
H 0.353589 4.228080 0.161016 0.5 -1.4 0.1 0.08
C 0.121733 0.947351 3.021050 3.8 5.1 3.8 -0.12
H -0.298993 -1.076793 -0.913493 0.4 0.6 0.1 0.08
H 0.242826 -1.165696 -3.319308 -2.9 0.9 0.4 0.12
H -0.768813 -3.693073 0.470402 0.4 1.0 1.5 0.09
H 2.779887 -4.027425 1.177302 -1.7 -0.4 -1.4 0.14
H -1.108464 -1.516358 4.222758 -0.6 2.8 3.3 0.07
C -3.126931 -1.126251 0.876255 2.2 -1.7 3.5 -0.04
H -2.142282 6.042232 1.613496 -2.3 2.2 0.0 0.09
C 4.255825 -0.612769 -1.337905 0.0 5.3 -1.2 -0.87
H -3.626509 -1.919683 1.466242 0.3 0.3 -0.3 0.09
H 2.442542 -3.944175 -1.426616 -0.1 -0.5 -0.1 0.14
H -0.899644 1.330557 3.151069 0.6 -0.2 0.6 0.08
H -2.633294 0.052335 2.900239 -0.4 -1.3 -2.3 0.16
H -2.139359 -3.293185 -1.436489 0.0 0.4 -0.6 0.02
C 0.243342 -0.144284 2.143246 -0.5 0.2 -3.9 -0.34
H 4.003534 -1.674522 0.357203 -0.1 -0.7 0.7 0.04
Cl 4.979998 0.365888 1.010910 -0.1 0.1 0.5 0.54
H 0.043640 -3.434298 4.124522 -0.6 -1.0 1.5 0.07
H 0.831754 5.769222 1.890376 1.3 -1.4 -1.1 0.07
H -3.450234 6.786867 -0.849050 2.7 1.6 0.8 0.14
H -2.715509 8.339105 -1.480893 0.6 -1.1 0.1 0.08
H -1.128020 0.321482 -1.111879 -6.3 5.0 3.5 -0.04
H -1.522054 -1.582319 -3.047953 -1.1 -1.8 0.9 0.01
C 1.922145 -4.482593 0.503358 2.3 -2.9 7.4 -0.11
C -2.085515 -4.286832 -1.030239 -3.6 -0.4 0.7 -0.09
H -2.089867 0.723551 1.532544 0.7 2.1 -1.9 0.06

No. 2
98
Properties=species:S:1:pos:R:3:forces:R:3:lowdin_spin:R:1 method="wB97M-V/def2-TZVPD" total_charge=-1 e_lumo_ev="2.060 / 2.041" e_homo_ev="-0.611 / -3.660" spin_multiplicity=2
O 0.423370 10.628930 -2.400670 6.4 -2.5 6.9 0.02
H -0.305460 5.486140 -3.692670 0.2 -0.2 0.1 0.00
C -0.137350 6.320670 -4.373410 0.1 1.2 -0.7 0.00
H -1.846400 12.969120 -6.775660 -0.4 0.1 -0.2 0.00
H -0.146410 5.973140 -5.406480 -0.7 -0.1 -0.2 0.00
H -3.839470 14.170320 -0.620860 -0.5 0.4 -0.5 0.00
O -3.147860 9.875180 -8.022120 -0.6 -0.1 -1.9 0.00
H 0.577510 13.647920 0.532080 0.4 0.1 0.0 0.00
N -1.480690 9.496620 -6.632030 4.9 -2.5 0.5 0.00
H 2.093070 8.618340 -0.527190 -0.1 0.4 0.0 0.00
H 1.356830 18.639850 -2.656160 -0.7 0.0 -0.2 0.00
H -5.898000 10.797880 -3.142360 -0.2 0.2 -0.4 0.00
C -0.152350 15.379320 -5.273230 -0.8 0.2 1.6 0.00
C 0.167770 10.935100 -3.574400 -0.5 -1.6 2.9 0.17
H 3.425250 7.536860 -3.076160 0.3 0.0 0.2 0.00
H -5.225860 12.906900 -2.076500 -0.3 -0.1 0.3 0.00
H 2.452260 9.019240 -3.093270 0.3 0.2 0.0 0.00
H -1.104700 8.718750 -7.155150 -0.8 0.4 -0.3 0.00
H -3.089030 7.970160 -4.397100 0.4 0.0 0.3 0.00
O 0.867860 13.952280 -8.174570 -0.2 0.9 0.9 0.00
Zn -1.386540 11.327580 -1.696630 -0.8 -0.8 0.0 0.05
O -5.189730 10.175550 -1.351740 -0.9 -1.7 1.4 0.00
H 2.919550 10.206340 -5.719380 -0.2 0.2 0.0 0.00
O -0.739980 8.389910 -0.873570 6.1 -7.2 4.6 0.08
O -1.142790 7.319230 -4.107180 2.6 0.3 0.8 0.01
H 1.055920 12.255720 -0.541720 -0.4 0.2 -0.3 0.00
C -1.142370 13.799550 -6.828920 0.6 -3.0 1.4 0.00
C 3.004980 8.444130 -1.098300 0.3 -1.2 -0.7 0.00
O 3.766320 7.381660 -0.490160 0.2 -0.3 -0.7 0.00
N -3.311990 12.258520 -1.370390 -1.4 1.6 -0.8 0.01
N 2.158630 10.026920 -6.358840 -0.2 2.5 5.1 0.00
C 4.271580 7.732780 0.760560 -0.4 0.1 1.1 0.00
C -1.761210 9.072690 -0.685380 2.0 1.9 -0.8 0.30
C -5.646550 8.801040 -1.394470 0.5 0.7 -1.0 0.01
O -0.013770 9.930790 -4.260550 0.8 -4.5 -7.0 0.04
C 2.538770 9.504540 -7.461360 0.5 -1.6 -2.1 0.00
O 0.759900 17.004860 -3.820110 -0.4 1.4 0.2 0.00
H -4.007340 12.495130 -3.256900 -0.2 0.3 -0.3 0.00
H 0.607930 14.995600 -3.266710 1.0 -0.2 -0.1 0.00
N 1.342540 7.371260 -2.770180 1.7 -1.2 -1.5 0.01
H -2.813200 6.208930 -3.967820 -0.5 0.1 0.2 0.00
H 3.459950 7.748850 1.487950 -0.2 -0.2 0.3 0.00
O -2.049100 9.371280 -1.859960 -7.8 1.1 -10.5 0.04
H 3.718990 9.267680 -1.090360 -0.5 0.6 -0.3 0.00
H -0.891150 13.470750 -4.754040 0.3 -0.6 -0.1 0.00
C -2.444720 7.095310 -4.484220 -0.2 -1.4 -1.5 0.00
H -0.585490 16.228690 -5.801500 -0.4 0.1 0.1 0.00
H 1.389150 7.894930 -4.797100 -0.5 0.0 -0.2 0.00
H 1.998360 6.274770 -4.582810 0.3 -0.2 0.4 0.00
C 1.253420 6.981750 -4.217640 -1.2 -0.1 0.9 0.00
O -1.655430 10.188660 -0.107430 -0.3 3.6 7.3 0.07
C 0.083710 15.801880 -3.779760 -0.5 -2.0 -0.9 0.00
H -4.221510 10.203890 -3.171480 0.2 -0.2 0.1 0.00
H 2.280260 17.211130 -2.545480 0.6 0.0 0.0 0.00
H -1.667530 14.786320 0.033000 0.2 0.4 0.0 0.00
H 0.881530 17.181530 -1.668740 -1.1 0.2 -0.2 0.00
H -6.583920 8.695530 -1.940650 -0.5 0.4 0.1 0.00
H 4.715690 8.720620 0.883110 0.1 0.5 -0.8 0.00
N -1.081690 14.219920 -5.404070 0.9 2.7 -1.7 0.00
H -5.776550 8.354120 -0.408840 0.4 0.5 0.0 0.00
H -0.152020 12.052240 0.743720 0.1 -0.2 0.0 0.00
H -0.812140 15.758640 -3.160340 -0.8 0.9 -0.3 0.00
H 0.835190 15.341440 -5.733020 0.3 -0.9 -0.1 0.00
H 0.610970 9.091590 -7.750030 0.2 0.3 -0.3 0.00
H -1.527000 14.459620 -7.606390 0.2 0.7 0.6 0.00
C 2.624510 8.077710 -2.571780 0.0 0.7 1.0 0.00
H 0.734650 12.639440 -6.569050 0.2 0.3 0.4 0.00
C -3.008840 13.712710 -1.158210 -1.4 -1.1 0.4 0.00
H 2.746910 14.284340 -8.978060 -0.1 0.2 0.3 0.00
O -0.641930 11.815030 -3.508160 -5.7 9.1 -4.4 0.04
H -0.240350 12.156910 -7.879430 0.2 0.0 -0.9 0.00
H -2.577590 10.901840 -5.179620 -0.2 0.3 0.3 0.01
H -3.696720 11.914850 -0.502080 0.5 -0.5 0.5 0.00
C 2.106730 13.485710 -8.603280 -0.5 -1.1 -1.3 0.00
C -1.913020 13.753240 -0.213110 1.5 0.9 1.2 0.00
H 1.368890 6.460280 -2.334850 -0.2 0.1 0.9 0.00
H 2.623960 12.825770 -7.906820 0.1 0.2 0.4 0.00
H -4.002710 11.245410 -6.142920 0.5 -0.1 -0.2 0.00
H -4.964050 8.215140 -2.010110 0.5 -0.1 0.4 0.00
C 0.254410 12.747660 0.009350 -0.7 0.6 0.6 0.01
N -3.109950 10.786750 -6.030180 -1.5 2.8 3.5 0.00
C 1.249150 17.555660 -2.624240 1.8 -0.9 0.1 0.00
H -2.715080 14.255660 -2.056550 -0.4 -0.3 -0.3 0.00
O 3.698390 9.329360 -7.731600 2.2 -0.3 -1.0 0.00
H 1.242320 10.212210 -5.976550 -0.2 -0.2 -0.2 0.00
Zn -0.292700 8.581560 -2.742110 -1.0 1.3 1.5 0.04
H -2.153250 13.296080 0.746780 0.0 -0.6 0.0 0.00
H 5.052900 7.057860 1.110030 -0.2 -0.4 -0.4 0.00
H -0.944390 9.683150 -5.796750 -0.1 0.4 0.9 0.00
H -2.272530 6.832330 -5.527910 -1.3 -0.1 -0.5 0.00
C -4.442520 12.184830 -2.306940 0.7 -0.8 -1.7 0.00
H 1.524030 8.562640 -9.051940 0.8 0.3 0.3 0.00
O -0.834700 13.152850 -0.861220 1.7 -0.4 0.2 0.01
H 1.814410 12.863210 -9.448950 0.8 -0.4 -0.5 0.00
N 1.506080 9.129670 -8.216320 -2.8 -1.1 -1.8 0.00
C -2.570400 10.092980 -6.972840 -2.3 -1.3 -2.6 0.00
C -4.960670 10.752640 -2.587860 0.3 0.9 0.5 0.00
C 0.131830 13.050700 -7.378720 -1.0 1.0 0.6 0.00